Entry from OMol25: an isolated ion of composition C10H17ClN3 and charge +1 in a non-equilibrium geometry (the ωB97M-V functional and the def2-TZVPD basis).

Last column: natural (NBO) charge in e.
Geometry (Å):
C 2.20 2.31 -0.60  -0.6061
C 2.75 1.01 0.03  -0.1864
C 2.06 0.79 1.39  -0.3735
C 0.53 0.59 1.13  -0.4109
C 0.39 -0.76 0.39  -0.0395
N -1.03 -1.11 0.11  -0.3526
C -1.71 -2.18 0.33  0.1794
C -3.16 -2.33 0.07  0.0982
N -4.01 -1.54 -0.40  -0.3187
C -4.29 -0.27 -0.55  0.1911
N -4.03 0.63 0.34  -0.4581
Cl -4.74 2.10 0.00  0.1776
C 1.03 -0.48 -1.05  -0.4030
C 2.51 -0.29 -0.76  -0.3938
H 2.92 2.46 -1.31  0.2248
H 2.35 3.04 0.09  0.2212
H 1.25 2.18 -0.90  0.1881
H 3.77 1.02 0.13  0.2165
H 2.29 1.79 2.03  0.2268
H 2.40 0.02 1.92  0.2005
H -0.18 0.48 1.89  0.2217
H 0.07 1.34 0.56  0.2150
H 0.74 -1.69 0.78  0.2167
H -1.54 -0.38 -0.44  0.4414
H -1.45 -3.08 0.85  0.2378
H -3.47 -3.36 0.40  0.2083
H -4.96 -0.19 -1.46  0.2168
H 0.82 0.51 -1.56  0.2325
H 0.65 -1.36 -1.56  0.2091
H 2.80 -1.09 -0.24  0.1971
H 3.03 -0.18 -1.63  0.2221

Computed properties:
* HOMO (spin up / spin down): -12.81 / -12.81 eV
* ΔE to the lowest compared entry with this formula, charge and spin: 127.1 kcal/mol
* charge: +1
* HOMO-LUMO gap (spin up / spin down): 6.786 / 6.788 eV

---

Entry from OMol25: C10H17DyNO as an isolated structure in a non-equilibrium geometry (the ωB97M-V functional and the def2-TZVPD basis).

Last column: Löwdin spin population.
Geometry (Å):
C -2.77 1.13 -0.50  -0.0088
C -2.73 0.99 0.92  -0.0024
C -2.43 -0.38 1.21  -0.0074
C -2.28 -1.07 -0.02  -0.0071
C -2.49 -0.14 -1.08  -0.0015
Dy -0.53 0.56 0.05  5.0266
N 0.40 1.40 -1.31  0.0002
C 0.68 2.60 -0.45  -0.0022
C 0.06 2.36 0.95  0.0014
H -2.31 -0.80 2.21  0.0005
H -2.89 1.78 1.65  0.0011
H -2.02 -2.12 -0.14  0.0001
H -2.42 -0.36 -2.15  0.0015
H -2.94 2.06 -1.05  -0.0004
H -0.67 3.14 1.23  0.0034
H 1.78 2.75 -0.38  -0.0002
H 0.63 1.55 -2.30  0.0043
H 0.81 2.22 1.74  0.0018
H 0.24 3.50 -0.92  -0.0003
C 2.25 -1.79 -1.22  0.0002
C 1.50 -1.57 0.09  -0.0014
C 2.10 -2.39 1.22  -0.0001
O 1.53 -0.22 0.43  -0.0087
H 3.31 -1.48 -1.11  0.0000
H 1.78 -1.19 -2.03  0.0002
H 2.22 -2.86 -1.51  -0.0001
H 0.44 -1.88 -0.05  -0.0006
H 3.16 -2.10 1.39  -0.0001
H 1.53 -2.22 2.16  0.0001
H 2.06 -3.48 0.98  -0.0002

Computed properties:
* HOMO (spin up / spin down): -3.37 / -3.06 eV
* charge: -1
* spin multiplicity: 6
* <S²>: 9.331
* HOMO-LUMO gap (spin up / spin down): 6.477 / 6.173 eV